The following is a DFT calculation (wB97M-V/def2-TZVPD) of a molecular structure, CH3N2OS.

Each line ends with the Mulliken charge.
Atoms and positions in Å:
C 1.145 -0.198 0.049  -0.65
N -0.190 -0.639 0.128  -0.30
N -1.062 0.237 -0.010  0.31
O -0.861 1.441 -0.141  -0.64
S -3.271 -0.586 0.046  -0.47
H 1.353 0.847 0.389  0.26
H 1.620 -1.087 0.562  0.27
H 1.267 -0.014 -1.024  0.22

Output
HOMO energy (spin up / spin down) in eV: -3.58 / -3.58
Kohn-Sham gap (spin up / spin down) in eV: 7.311 / 7.311
Charge: -1
Energy relative to the best compared isomer or geometry (same formula, charge and spin) in eV: 1.620
LUMO (spin up / spin down) in eV: 3.734 / 3.733